An isolated molecule of C5H4N2 in a non-equilibrium geometry, computed with ωB97M-V/def2-TZVPD.

Values from the calculation:
- structure (SMILES) = C=CN=C=CC#N
- LUMO (eV) = 0.046
- total charge = 0
- E_tot (Ha) = -302.32463
- energy relative to the best compared isomer or geometry (same formula, charge and spin) (eV) = 2.821

Positions of all 11 atoms, in Å:
C: 0.56645 0.37062 0.39058
C: 0.75637 -0.91564 0.64285
N: -0.19267 -1.90155 0.28634
C: -1.17589 -1.43564 -0.26337
C: -1.92407 -0.46893 -0.73288
C: -2.99932 0.04792 0.01914
N: -3.84383 0.52480 0.63202
H: 1.32324 1.08159 0.68189
H: -0.29704 0.78990 -0.08457
H: 1.63010 -1.32016 1.12546
H: -1.96498 -0.25071 -1.79360